1:
Below is a 10-piece molecular cluster, C20H60O10 overall, with properties calculated with wB97M-V/def2-TZVPD.

Gap between HOMO and LUMO = 10.3 eV
M = 460.7 g/mol

Last column: Löwdin charge in e.
Geometry (Å):
C (-0.7012, -1.3982, -4.3446)  -0.072
C (-2.1007, -2.0748, -4.3187)  -0.330
O (-2.2123, -2.5530, -5.6079)  -0.090
H (-0.3552, -1.0606, -3.3677)  0.056
H (-0.7700, -0.5403, -5.0134)  0.069
H (0.0454, -2.0670, -4.7729)  0.071
H (-2.9234, -1.3601, -4.2968)  0.103
H (-2.2226, -2.8185, -3.5313)  0.108
H (-2.6157, -3.4225, -5.6612)  0.088
C (0.0342, -0.5840, 0.5683)  -0.086
C (-0.4850, 0.8607, 0.5099)  -0.332
O (-1.4036, 1.1874, 1.5366)  -0.065
H (0.7998, -0.8114, -0.1734)  0.067
H (-0.8307, -1.2268, 0.4045)  0.067
H (0.4513, -0.8710, 1.5336)  0.065
H (-0.7720, 1.1116, -0.5112)  0.108
H (0.4049, 1.4791, 0.6274)  0.098
H (-1.9887, 1.8350, 1.1367)  0.071
C (3.8312, 3.5616, -1.5179)  -0.088
C (3.6441, 3.3966, -3.0328)  -0.320
O (2.6048, 2.4835, -3.3529)  -0.086
H (4.4920, 4.4019, -1.3051)  0.068
H (4.1554, 2.6816, -0.9623)  0.070
H (2.8439, 3.8711, -1.1750)  0.067
H (4.6076, 3.0730, -3.4265)  0.104
H (3.3360, 4.3188, -3.5253)  0.109
H (2.9574, 1.6114, -3.5442)  0.068
C (4.6503, -0.9859, -6.4653)  -0.088
C (5.0988, -1.4565, -5.1136)  -0.324
O (4.0607, -1.2772, -4.1503)  -0.096
H (5.4511, -1.0470, -7.2023)  0.076
H (4.3013, 0.0445, -6.5333)  0.073
H (3.7990, -1.5733, -6.8091)  0.078
H (5.9782, -0.9417, -4.7268)  0.108
H (5.3007, -2.5276, -5.1012)  0.108
H (4.4490, -1.3940, -3.2801)  0.075
C (-3.1425, 5.7169, 1.8964)  -0.080
C (-4.3406, 5.3678, 0.9815)  -0.302
O (-4.3376, 3.9585, 0.7261)  -0.101
H (-2.2217, 5.3468, 1.4459)  0.067
H (-3.1926, 5.2073, 2.8587)  0.069
H (-3.0290, 6.7956, 2.0047)  0.071
H (-4.2028, 5.8909, 0.0352)  0.101
H (-5.3006, 5.6320, 1.4250)  0.105
H (-5.1192, 3.6574, 0.2570)  0.077
C (2.6672, -4.3461, 3.7627)  -0.088
C (3.2188, -4.3963, 5.1387)  -0.373
O (2.3358, -5.0706, 5.9945)  -0.074
H (3.2488, -3.6921, 3.1130)  0.080
H (1.6423, -3.9754, 3.7766)  0.077
H (2.5483, -5.3827, 3.4472)  0.078
H (3.3152, -3.3860, 5.5364)  0.107
H (4.1732, -4.9066, 5.2690)  0.114
H (2.8915, -4.9846, 6.7726)  0.079
C (1.1537, -0.2327, 7.7587)  -0.086
C (0.1316, -0.1700, 6.5988)  -0.305
O (0.4275, 0.8226, 5.6075)  -0.090
H (0.8441, -1.0383, 8.4244)  0.069
H (0.9752, 0.6674, 8.3470)  0.064
H (2.2207, -0.2894, 7.5434)  0.072
H (-0.8832, 0.0080, 6.9545)  0.106
H (0.2646, -1.1491, 6.1384)  0.097
H (-0.1645, 0.7425, 4.8560)  0.072
C (-3.3176, 4.7236, -4.9039)  -0.089
C (-2.0759, 4.1077, -4.2690)  -0.339
O (-1.0306, 4.5109, -5.1106)  -0.078
H (-3.2803, 5.8123, -4.8666)  0.073
H (-4.1972, 4.4016, -4.3465)  0.066
H (-3.4388, 4.3967, -5.9366)  0.076
H (-2.1701, 3.0221, -4.2422)  0.104
H (-1.8736, 4.4564, -3.2563)  0.107
H (-0.2397, 4.1186, -4.7335)  0.077
C (1.3269, -5.6808, -2.1926)  -0.086
C (1.9323, -6.8816, -1.4421)  -0.320
O (2.0653, -8.0525, -2.2549)  -0.085
H (2.0281, -5.3304, -2.9500)  0.071
H (1.2215, -4.8854, -1.4548)  0.066
H (0.3212, -5.8627, -2.5714)  0.071
H (1.2367, -7.1578, -0.6497)  0.104
H (2.8763, -6.5302, -1.0254)  0.104
H (2.4047, -8.7501, -1.6894)  0.075
C (-5.1799, 0.5943, 4.4471)  -0.094
C (-5.4363, 1.5626, 5.6039)  -0.305
O (-5.8225, 0.7403, 6.7108)  -0.088
H (-6.0108, -0.1054, 4.3572)  0.070
H (-4.3436, -0.0669, 4.6742)  0.067
H (-5.0901, 1.0286, 3.4514)  0.065
H (-6.2593, 2.2118, 5.3050)  0.102
H (-4.5956, 2.2103, 5.8522)  0.107
H (-5.0910, 0.6858, 7.3301)  0.077

***

2:
Below is a 10-piece molecular cluster, C20H60O10 overall, with properties calculated with wB97M-V/def2-TZVPD.

Gap between HOMO and LUMO = 10.3 eV
M = 460.7 g/mol

Last column: Löwdin charge in e.
Geometry (Å):
C (24.8968, -3.0189, 2.1527)  -0.080
C (25.7120, -2.2579, 1.1283)  -0.343
O (26.6084, -3.1148, 0.4489)  -0.081
H (25.5202, -3.6178, 2.8166)  0.078
H (24.2472, -3.6572, 1.5538)  0.070
H (24.2013, -2.4226, 2.7431)  0.072
H (26.2724, -1.4734, 1.6369)  0.101
H (25.1429, -1.7263, 0.3658)  0.104
H (27.3008, -2.5855, 0.0462)  0.078
C (21.6978, 3.7730, -6.7359)  -0.064
C (20.5520, 3.6070, -5.7172)  -0.360
O (20.3166, 4.7619, -5.0214)  -0.078
H (21.5359, 4.5791, -7.4515)  0.074
H (21.7679, 2.8430, -7.3001)  0.063
H (22.6529, 3.9275, -6.2340)  0.068
H (20.7156, 2.8606, -4.9399)  0.109
H (19.6141, 3.4132, -6.2376)  0.103
H (19.7662, 4.5792, -4.2564)  0.087
C (20.7910, -1.0676, -6.7203)  -0.075
C (19.3034, -0.7200, -6.6686)  -0.345
O (18.9166, -0.7440, -5.3287)  -0.073
H (21.2078, -1.0346, -7.7269)  0.071
H (20.9237, -2.0651, -6.3014)  0.072
H (21.4043, -0.4555, -6.0591)  0.066
H (18.6923, -1.4285, -7.2277)  0.107
H (19.0767, 0.2203, -7.1711)  0.103
H (18.0290, -0.3793, -5.3573)  0.084
C (28.5963, 7.5655, -3.0178)  -0.102
C (28.0752, 6.2509, -2.4835)  -0.325
O (28.5790, 5.2130, -3.3381)  -0.079
H (28.3132, 8.3692, -2.3380)  0.072
H (28.3479, 7.7560, -4.0619)  0.077
H (29.6800, 7.4615, -2.9649)  0.071
H (26.9880, 6.2874, -2.5536)  0.104
H (28.3211, 6.1665, -1.4250)  0.104
H (27.8697, 4.6199, -3.5962)  0.068
C (26.7245, 4.3305, -9.8886)  -0.084
C (27.8326, 3.8934, -10.7969)  -0.372
O (28.3096, 5.0036, -11.4840)  -0.070
H (27.0106, 5.2436, -9.3667)  0.082
H (26.4200, 3.4976, -9.2548)  0.071
H (25.8789, 4.5787, -10.5302)  0.074
H (27.5334, 3.1570, -11.5428)  0.106
H (28.6003, 3.4183, -10.1862)  0.107
H (29.1992, 4.8846, -11.8246)  0.086
C (24.9025, -0.1751, -10.2374)  -0.094
C (26.1974, -0.5484, -9.5501)  -0.294
O (25.9595, -0.3475, -8.1184)  -0.102
H (24.5347, 0.7985, -9.9135)  0.069
H (24.1179, -0.8690, -9.9355)  0.073
H (25.0956, -0.1811, -11.3102)  0.075
H (27.0806, 0.0080, -9.8640)  0.102
H (26.3971, -1.5957, -9.7767)  0.105
H (26.5619, -0.9164, -7.6335)  0.063
C (24.1626, 3.8207, 3.5871)  -0.085
C (24.1150, 2.6579, 2.5343)  -0.298
O (23.4217, 1.6064, 3.1755)  -0.099
H (24.7909, 3.6120, 4.4530)  0.063
H (23.1786, 4.0568, 3.9922)  0.071
H (24.5376, 4.7369, 3.1310)  0.062
H (25.0545, 2.2144, 2.2047)  0.103
H (23.6065, 3.0645, 1.6601)  0.104
H (23.9932, 1.2954, 3.8813)  0.078
C (24.5441, 2.2574, -2.5973)  -0.080
C (25.0942, 1.3741, -3.7505)  -0.265
O (26.1515, 2.1406, -4.4505)  -0.102
H (23.7426, 1.7845, -2.0299)  0.062
H (24.1359, 3.1659, -3.0401)  0.068
H (25.3019, 2.4463, -1.8369)  0.068
H (24.3829, 1.0542, -4.5120)  0.099
H (25.4398, 0.4255, -3.3396)  0.092
H (26.2134, 1.8034, -5.3472)  0.063
C (21.3657, -2.2647, -1.2808)  -0.087
C (20.1682, -3.2515, -1.3822)  -0.312
O (19.9627, -3.4848, -2.7628)  -0.083
H (21.0637, -1.2943, -1.6749)  0.067
H (22.2489, -2.6648, -1.7787)  0.070
H (21.6179, -2.0905, -0.2348)  0.061
H (19.3070, -2.8164, -0.8750)  0.101
H (20.3376, -4.1839, -0.8436)  0.107
H (19.7486, -2.6355, -3.1558)  0.065
C (27.7511, -4.9673, -4.5340)  -0.080
C (26.9884, -3.7113, -5.0822)  -0.316
O (27.8890, -2.6260, -5.1317)  -0.088
H (28.0960, -4.7194, -3.5302)  0.062
H (28.6732, -5.1490, -5.0860)  0.071
H (27.0494, -5.8012, -4.5520)  0.071
H (26.1929, -3.4709, -4.3768)  0.103
H (26.5560, -3.9513, -6.0535)  0.107
H (28.1172, -2.4898, -4.2092)  0.076

***

Ordering by calculated energy gives the sequence 2, 1, with the first entry being the most stable.

***

1:
Below is a 2-piece molecular cluster, C2H6O3 overall, with properties calculated with wB97M-V/def2-TZVPD.

Gap between HOMO and LUMO = 11.3 eV
M = 78.1 g/mol

Last column: Löwdin charge in e.
Geometry (Å):
O (1.4095, -1.7664, -0.8769)  0.045
C (0.9149, -0.9586, -1.6337)  -0.368
O (0.3992, 0.1974, -1.1556)  0.034
H (0.7177, -1.1227, -2.7213)  0.146
H (0.5189, 0.0627, -0.1910)  0.096
C (-1.4417, 0.9396, 2.2089)  -0.136
O (-0.7971, 1.2379, 0.9599)  -0.145
H (-2.4539, 0.8951, 2.0352)  0.047
H (-0.9327, 1.6967, 2.8760)  0.102
H (-1.1860, -0.0154, 2.7370)  0.088
H (-1.5958, 1.2459, 0.3936)  0.091

***

2:
Below is a 2-piece molecular cluster, C2H6O3 overall, with properties calculated with wB97M-V/def2-TZVPD.

Gap between HOMO and LUMO = 10.9 eV
M = 78.1 g/mol

Last column: Löwdin charge in e.
Geometry (Å):
O (1.4264, -1.1173, 0.0646)  0.069
C (2.0603, -0.1291, 0.2174)  -0.444
O (1.6698, 1.1127, 0.1649)  0.092
H (3.1861, -0.0610, 0.3796)  0.150
H (0.7262, 1.1963, 0.0880)  0.069
C (-1.6396, -0.1829, 0.1857)  -0.117
O (-0.6662, 0.2793, -0.8110)  -0.158
H (-1.8660, -1.2738, 0.1601)  0.092
H (-2.7164, 0.2335, 0.0476)  0.097
H (-1.4089, 0.2328, 1.1051)  0.044
H (-0.7718, -0.2906, -1.6021)  0.107

***

Ordering by calculated energy gives the sequence 2, 1, with the first entry being the most stable.

***

1:
Below is an isolated ion of composition C5H7N2 and charge +1, with properties calculated with wB97M-V/def2-TZVPD.

Net charge = +1
Gap between HOMO and LUMO (alpha / beta) = 6.0 / 7.2 eV
M = 95.1 g/mol
Multiplicity = 3

Last column: Mulliken spin population.
Geometry (Å):
C (-0.3176, -0.7485, 0.1099)  0.230
C (-0.2865, -2.7259, 1.5068)  0.349
C (0.4163, -0.1180, -0.9674)  0.023
C (-0.1929, 1.0954, -0.2717)  0.291
C (0.0885, 2.5263, -0.4991)  0.023
N (-0.8893, 0.3823, 0.6806)  0.246
N (-0.2787, -1.9035, 0.5949)  0.608
H (0.2988, -2.6980, 2.3273)  0.083
H (-0.9336, -3.5917, 1.3518)  0.099
H (0.1248, -0.3553, -1.9970)  -0.005
H (1.4313, -0.3527, -1.2127)  -0.003
H (-0.6242, 2.9551, -1.1202)  0.036
H (1.0176, 2.5110, -1.0304)  0.002
H (0.1455, 3.0236, 0.5273)  0.016

***

2:
Below is C5H7N2 as an isolated structure, with properties calculated with wB97M-V/def2-TZVPD.

Net charge = +1
Gap between HOMO and LUMO (alpha / beta) = 8.3 / 8.5 eV
M = 95.1 g/mol
Multiplicity = 3

Last column: Mulliken spin population.
Geometry (Å):
C (1.7276, 0.5205, 0.5145)  0.072
C (2.2208, 1.6383, -0.1912)  0.004
C (1.1132, 0.9380, -0.6464)  0.030
C (0.0107, 0.6062, -1.5276)  0.006
C (-0.8513, -0.0576, 2.4361)  0.069
N (1.1818, -0.2638, 1.5327)  0.723
N (0.0924, 0.3270, 1.4915)  1.025
H (2.9285, 2.5052, -0.3551)  -0.001
H (-0.7485, -0.0011, -0.8192)  -0.002
H (0.3574, -0.1430, -2.1801)  -0.001
H (-0.5225, 1.4740, -2.1358)  0.005
H (-1.7786, 0.4176, 2.1699)  0.009
H (-0.8369, -1.0802, 2.4687)  0.022
H (-0.7682, 0.3231, 3.5047)  0.039

***

Ordering by calculated energy gives the sequence 1, 2, with the first entry being the most stable.